1.
The following is a DFT calculation (ωB97M-V with the def2-TZVPD basis set) of a 11-piece molecular cluster, C79H165N7O15S4 overall at a distorted geometry.

## Properties
E_HOMO = -7.52 eV
maximum force = 0.096 Eh/bohr
calculated total energy = -169067.193 eV
lowest unoccupied orbital energy = 0.0883 eV

ORCA input file:
```
! RIJCOSX wB97M-V def2-TZVPD def2/J DEFGRID3
* xyz 0 1
C 1.653 -8.545 2.421
C 2.114 -7.043 2.437
C 2.406 -6.635 0.954
C 0.978 -6.175 2.933
C 0.922 -6.071 4.476
C 2.316 -5.735 5.198
C 3.440 -6.650 4.666
C 4.820 -6.006 5.151
C 3.157 -7.948 5.485
N 3.401 -6.833 3.175
O 4.508 -7.503 2.706
H 2.255 -9.270 1.873
H 1.663 -8.972 3.424
H 0.644 -8.590 2.012
H 2.618 -5.569 0.874
H 3.305 -7.147 0.612
H 1.557 -6.877 0.315
H 1.073 -5.112 2.711
H 0.023 -6.564 2.579
H 0.140 -5.364 4.753
H 0.387 -6.946 4.845
H 2.014 -5.918 6.230
H 2.581 -4.681 5.119
H 5.174 -5.114 4.634
H 5.659 -6.698 5.084
H 4.591 -5.683 6.166
H 2.117 -8.258 5.582
H 3.480 -7.982 6.525
H 3.846 -8.658 5.027
H 4.753 -7.015 1.916
C -0.241 -2.916 0.561
C -0.169 -1.378 0.544
C -1.500 -0.667 0.728
C 0.651 -0.952 1.747
C 1.288 0.473 1.699
C 2.014 0.800 0.378
C 1.171 0.402 -0.856
C 0.173 1.533 -1.203
C 2.262 0.294 -1.999
N 0.490 -0.925 -0.694
O -0.179 -1.264 -1.803
H -0.768 -3.470 -0.216
H 0.743 -3.249 0.233
H -0.604 -3.216 1.544
H -2.074 -0.625 -0.197
H -2.168 -1.138 1.449
H -1.465 0.409 0.904
H -0.019 -0.807 2.594
H 1.319 -1.789 1.946
H 0.546 1.240 1.923
H 1.960 0.685 2.531
H 2.946 0.238 0.438
H 2.263 1.861 0.356
H -0.317 1.909 -0.305
H -0.607 1.205 -1.889
H 0.723 2.341 -1.686
H 2.671 1.252 -2.320
H 1.876 -0.262 -2.853
H 3.104 -0.353 -1.751
H 0.362 -1.996 -2.109
C -6.141 -2.220 -1.584
C -4.596 -2.328 -1.819
C -4.076 -0.968 -2.423
C -4.012 -2.424 -0.367
C -4.092 -3.874 0.215
C -3.460 -4.860 -0.755
C -4.041 -4.903 -2.184
C -3.108 -5.585 -3.103
C -5.399 -5.499 -2.123
N -4.159 -3.449 -2.666
O -4.583 -3.382 -3.926
H -6.675 -2.878 -2.270
H -6.488 -2.627 -0.634
H -6.529 -1.204 -1.647
H -4.648 -0.728 -3.320
H -4.287 -0.186 -1.695
H -3.058 -1.083 -2.796
H -2.931 -2.291 -0.412
H -4.409 -1.817 0.446
H -3.461 -3.951 1.101
H -5.138 -4.091 0.430
H -3.589 -5.834 -0.283
H -2.388 -4.665 -0.725
H -2.227 -4.981 -3.320
H -3.559 -5.824 -4.066
H -2.780 -6.506 -2.621
H -5.505 -6.584 -2.126
H -5.951 -5.379 -3.055
H -5.929 -4.995 -1.314
H -3.770 -3.245 -4.419
C -2.981 3.489 3.280
C -2.170 4.749 2.717
C -1.622 4.420 1.316
C -3.206 5.880 2.644
C -3.308 6.641 4.013
C -1.965 7.164 4.359
C -0.886 6.023 4.531
C 0.604 6.602 4.551
C -1.172 5.406 5.988
N -0.909 5.035 3.422
O -0.064 3.978 3.549
H -3.848 3.264 2.659
H -2.265 2.667 3.290
H -3.381 3.695 4.272
H -0.900 5.206 1.096
H -1.044 3.497 1.288
H -2.378 4.516 0.535
H -3.094 6.473 1.737
H -4.189 5.450 2.451
H -3.994 7.487 3.969
H -3.668 5.934 4.760
H -1.949 7.824 5.227
H -1.613 7.799 3.546
H 0.730 7.309 5.371
H 1.017 6.983 3.617
H 1.299 5.803 4.808
H -1.988 4.685 6.031
H -1.576 6.169 6.654
H -0.381 4.886 6.529
H 0.341 3.996 2.678
C 5.182 4.578 -8.275
C 3.967 4.604 -7.307
C 3.239 5.941 -7.450
C 2.921 3.560 -7.897
C 1.841 3.201 -6.865
C 2.517 2.793 -5.517
C 3.578 3.803 -4.847
C 2.824 4.996 -4.179
C 4.428 3.063 -3.780
N 4.482 4.260 -5.940
O 5.296 5.281 -5.517
H 5.725 3.633 -8.276
H 4.803 4.726 -9.286
H 5.911 5.349 -8.029
H 2.171 6.011 -7.657
H 3.471 6.623 -6.632
H 3.644 6.413 -8.345
H 2.322 3.992 -8.699
H 3.346 2.630 -8.272
H 1.242 4.095 -6.693
H 1.185 2.438 -7.286
H 3.082 1.862 -5.531
H 1.709 2.601 -4.810
H 3.538 5.706 -3.762
H 2.264 4.625 -3.320
H 2.167 5.490 -4.896
H 5.293 3.643 -3.456
H 4.825 2.123 -4.163
H 3.841 2.757 -2.915
H 6.107 4.835 -5.264
C -3.945 -0.031 4.495
C -4.647 -1.193 5.349
C -5.489 -0.498 6.417
C -5.740 -1.827 4.487
C -5.209 -3.020 3.717
C -4.353 -3.974 4.475
C -3.224 -3.309 5.316
C -2.654 -4.309 6.282
C -2.025 -2.882 4.423
N -3.771 -2.189 6.057
O -2.803 -1.535 6.912
H -4.595 0.785 4.180
H -3.238 0.535 5.101
H -3.457 -0.458 3.618
H -6.210 0.217 6.021
H -5.978 -1.245 7.042
H -4.822 0.039 7.092
H -6.586 -2.198 5.065
H -6.072 -1.057 3.790
H -5.999 -3.590 3.228
H -4.704 -2.597 2.849
H -3.965 -4.700 3.761
H -4.956 -4.581 5.150
H -1.601 -4.154 6.518
H -2.591 -5.265 5.761
H -3.172 -4.514 7.219
H -2.237 -2.231 3.575
H -1.588 -3.785 3.997
H -1.227 -2.414 4.998
H -3.275 -1.590 7.746
C -5.306 5.877 -3.213
C -4.117 6.040 -4.186
C -4.330 7.132 -5.227
C -2.889 6.506 -3.397
C -2.253 5.432 -2.529
C -1.888 4.242 -3.479
C -3.086 3.641 -4.335
C -2.461 2.758 -5.381
C -3.937 2.692 -3.464
N -3.683 4.831 -4.958
O -4.545 4.449 -5.903
H -5.658 6.879 -2.967
H -6.124 5.207 -3.477
H -4.863 5.404 -2.336
H -3.542 7.199 -5.977
H -5.203 6.879 -5.827
H -4.542 8.103 -4.780
H -2.087 6.869 -4.040
H -3.177 7.264 -2.668
H -1.300 5.803 -2.152
H -2.885 5.054 -1.726
H -1.554 3.492 -2.762
H -1.002 4.439 -4.082
H -1.703 2.217 -4.813
H -2.034 3.247 -6.257
H -3.126 1.961 -5.712
H -3.350 1.929 -2.953
H -4.781 2.372 -4.075
H -4.524 3.234 -2.723
H -4.044 4.555 -6.715
O 5.476 0.271 -1.415
S 6.758 1.014 -1.327
O 6.885 2.291 -0.601
C 8.011 -0.253 -0.714
C 9.143 -0.196 -1.697
C 8.516 0.054 -3.132
C 7.536 1.225 -2.984
H 7.553 -1.226 -0.892
H 8.217 -0.091 0.344
H 9.868 0.566 -1.411
H 9.829 -1.043 -1.692
H 8.101 -0.900 -3.456
H 9.301 0.349 -3.828
H 6.889 1.494 -3.819
H 8.133 2.136 -2.946
O -1.944 -2.716 -5.092
S -0.555 -2.288 -5.253
O 0.442 -2.755 -4.303
C 0.070 -2.486 -7.053
C -0.214 -1.094 -7.738
C -1.023 -0.200 -6.754
C -0.497 -0.434 -5.360
H -0.424 -3.404 -7.369
H 1.137 -2.605 -6.863
H 0.681 -0.483 -7.856
H -0.667 -1.213 -8.723
H -2.034 -0.607 -6.778
H -1.061 0.824 -7.125
H -0.970 0.003 -4.481
H 0.578 -0.250 -5.362
O -0.567 0.509 9.088
S -0.314 1.544 8.043
O -1.088 2.746 7.893
C 1.524 1.987 7.741
C 1.593 2.154 6.173
C 0.914 0.862 5.630
C -0.470 0.846 6.370
H 2.023 1.069 8.049
H 1.649 2.763 8.496
H 1.045 3.025 5.813
H 2.634 2.246 5.863
H 1.404 -0.095 5.811
H 0.808 1.053 4.562
H -0.885 -0.160 6.432
H -1.271 1.364 5.843
O 6.192 -5.889 0.065
S 6.557 -4.480 0.360
O 7.977 -3.995 0.322
C 5.528 -3.334 -0.798
C 4.420 -2.580 0.063
C 5.063 -2.528 1.463
C 5.735 -3.847 1.931
H 5.176 -4.075 -1.516
H 6.112 -2.597 -1.350
H 4.179 -1.576 -0.285
H 3.550 -3.238 0.064
H 4.278 -2.325 2.191
H 5.715 -1.655 1.517
H 5.039 -4.516 2.436
H 6.456 -3.774 2.745
*
```

Atomic partial charges in e from the Löwdin method, atoms 1 to 2: atom 1 (C): -0.019, atom 2 (C): -0.465

***

2.
The following is a DFT calculation (ωB97M-V with the def2-TZVPD basis set) of a 7-piece molecular cluster, C5H26N2O7 overall at a distorted geometry.

## Properties
E_HOMO = -9.79 eV
maximum force = 0.078 Eh/bohr
calculated total energy = -22918.248 eV
energy relative to the best compared isomer or geometry (same formula, charge and spin) = 57.10 kcal per mole
lowest unoccupied orbital energy = 0.3829 eV

ORCA input file:
```
! RIJCOSX wB97M-V def2-TZVPD def2/J DEFGRID3
* xyz 0 1
N 1.530 -1.145 2.984
C 0.365 -0.226 3.101
C -0.528 -0.389 1.813
C 0.372 -0.222 0.622
C -0.399 0.581 -0.528
N 0.307 0.662 -1.822
C -0.395 2.139 0.153
O -0.662 3.096 -0.859
H 2.369 -0.919 3.505
H 1.125 -2.059 3.135
H -0.201 -0.616 3.940
H 0.532 0.816 3.420
H -1.125 -1.265 1.818
H -1.342 0.346 1.825
H 1.275 0.390 0.805
H 0.692 -1.168 0.240
H -1.409 0.238 -0.475
H -0.240 0.910 -2.635
H 0.604 -0.303 -1.985
H 0.606 2.256 0.580
H -1.237 2.323 0.834
H 0.254 3.122 -1.265
O -2.496 2.213 -2.508
H -2.046 2.550 -3.283
H -1.828 2.430 -1.792
O 0.312 -3.274 -0.838
H 1.181 -2.832 -0.894
H -0.067 -2.793 -0.100
O -3.713 0.255 0.902
H -2.941 -0.116 0.457
H -4.287 0.327 0.131
O 2.654 2.322 -1.414
H 2.629 2.029 -2.331
H 2.009 1.729 -1.032
O -0.409 -2.072 -3.231
H -0.362 -2.416 -2.319
H -1.318 -2.058 -3.528
O 2.548 -2.355 0.505
H 2.418 -1.595 1.070
H 3.223 -2.911 0.999
*
```

Atomic partial charges in e from the natural (NBO) method, atoms 1 to 2: atom 1 (N): -0.892, atom 2 (C): -0.217

***

Number 2 is which compound?
C5H26N2O7